(1)
{"formula": "C11H6F6N4O2S2", "method": "ωB97M-V/def2-TZVPD", "symbols": ["O", "C", "N", "C", "N", "C", "C", "S", "H", "H", "H", "C", "F", "F", "C", "F", "F", "C", "F", "F", "C", "O", "N", "C", "N", "C", "C", "S", "H", "H", "H"], "xyz": [[-0.1306, -0.8752, -0.6409], [-1.1756, -0.3428, -0.3421], [-2.3561, -0.9882, -0.4409], [-3.6002, -0.6579, 0.0638], [-3.8307, 0.0529, 1.1046], [-5.1531, 0.1724, 1.3475], [-5.9659, -0.4809, 0.4771], [-5.0412, -1.2844, -0.7294], [-7.0348, -0.5397, 0.4717], [-5.4692, 0.7515, 2.1944], [-2.2822, -1.8976, -0.8884], [-1.2177, 1.1227, 0.1588], [-1.2460, 1.1394, 1.5078], [-2.3392, 1.7465, -0.2691], [-0.0200, 2.0067, -0.3210], [0.0264, 3.0872, 0.4909], [-0.3039, 2.4837, -1.5439], [1.3754, 1.3227, -0.2816], [2.3119, 2.3005, -0.1854], [1.4512, 0.6210, 0.8748], [1.6874, 0.4449, -1.5320], [1.0982, 0.6055, -2.5705], [2.6939, -0.4499, -1.4104], [3.5945, -0.7814, -0.4165], [4.1007, -1.9681, -0.3766], [5.0385, -2.0790, 0.5888], [5.2798, -0.9450, 1.2954], [4.2876, 0.3418, 0.7339], [5.9655, -0.7888, 2.1024], [5.5198, -3.0280, 0.7347], [2.7356, -1.0926, -2.1978]], "forces_ev_per_angstrom": [[-0.37, -0.05, 0.15], [0.31, 0.35, 0.19], [-0.08, -0.74, -0.45], [-1.18, -0.31, -0.17], [1.02, -0.17, 0.13], [-0.78, -0.17, -0.34], [0.07, 0.01, 0.05], [0.49, 0.45, 0.41], [-0.24, -0.02, 0.06], [-0.18, 0.09, 0.13], [0.11, 0.21, 0.15], [-0.16, 0.32, 0.24], [0.33, -0.16, -0.12], [0.27, 0.05, -0.26], [-0.10, 0.31, -0.18], [0.02, -0.28, 0.23], [0.05, -0.15, 0.05], [-0.11, 0.02, -0.07], [-0.01, 0.07, -0.34], [-0.23, 0.05, -0.01], [-0.09, 0.68, 0.18], [0.14, -0.04, -0.05], [0.15, -0.59, -0.61], [0.46, 0.49, 0.77], [-0.71, -0.16, -0.71], [0.46, 0.43, 0.56], [-0.03, -0.09, -0.13], [0.13, -0.63, -0.32], [0.13, -0.01, 0.22], [0.14, -0.13, 0.10], [-0.01, 0.17, 0.13]], "orbital_gap_ev": 8.9, "smiles": "O=C(Nc1nccs1)C(F)(F)C(F)(F)C(F)(F)C(=O)Nc1nccs1", "fmax_ev_per_a": 1.23, "e_tot_ha": -2187.8678, "lumo_ha": 0.00454, "charge": 0}

***

(2)
{"formula": "C25H21ClO", "method": "ωB97M-V/def2-TZVPD", "symbols": ["Cl", "C", "C", "C", "C", "C", "C", "C", "C", "C", "C", "C", "H", "H", "H", "H", "H", "H", "H", "H", "H", "H", "C", "C", "C", "C", "C", "C", "C", "C", "C", "C", "C", "C", "O", "C", "C", "H", "H", "H", "H", "H", "H", "H", "H", "H", "H", "H"], "xyz": [[-1.3875, 0.9552, -5.5069], [-0.4117, 0.7266, -4.0905], [-0.0322, -0.5398, -3.6839], [0.6773, -0.7354, -2.4967], [0.9092, 0.3665, -1.6176], [1.3074, 0.1467, -0.1812], [2.2710, 1.2757, 0.3463], [3.3418, 0.5786, 1.2174], [3.0565, -0.9155, 0.9924], [2.0541, -1.1097, 0.0753], [0.7484, 1.6457, -2.1746], [0.0434, 1.8523, -3.3647], [-0.3085, -1.4148, -4.3129], [1.0797, -1.7258, -2.2972], [2.8914, 1.5998, -0.5684], [1.8626, 2.1956, 0.8886], [4.3840, 0.8939, 0.9062], [3.2712, 0.8521, 2.3062], [3.6526, -1.6568, 1.5356], [1.8474, -2.0622, -0.3456], [1.1953, 2.5460, -1.7188], [-0.1888, 2.8543, -3.7496], [-1.5433, 4.1465, -0.0375], [-2.1407, 3.1057, -0.7246], [-1.8142, 1.7643, -0.3963], [-0.7798, 1.4689, 0.5085], [-0.1507, 0.1280, 0.6655], [-1.0532, -1.0171, 0.2997], [-1.1538, -2.2624, 1.1526], [-2.1765, -3.1719, 0.8918], [-2.3727, -4.3545, 1.6500], [-1.5414, -4.5973, 2.7435], [-0.5381, -3.6879, 3.0575], [-0.3598, -2.5205, 2.2951], [-1.7740, -1.0105, -0.7393], [-0.3362, 2.5449, 1.3338], [-0.6807, 3.8987, 1.0161], [-1.7557, 5.1813, -0.3307], [-2.8374, 3.2705, -1.5348], [-2.3641, 0.9538, -0.8756], [0.2183, 0.0313, 1.7292], [-2.8678, -3.0187, 0.0654], [-3.1540, -5.0467, 1.3914], [-1.7036, -5.4990, 3.3825], [0.1259, -3.8700, 3.9218], [0.4289, -1.8144, 2.5716], [0.2871, 2.3526, 2.2130], [-0.2272, 4.6954, 1.5903]], "forces_ev_per_angstrom": [[0.05, -0.05, 0.01], [0.52, 0.98, 0.98], [0.03, -1.01, -0.47], [-0.31, 1.20, 0.26], [0.44, -0.72, -1.62], [-0.97, 1.11, -0.37], [1.36, 0.73, -0.67], [0.00, -0.36, 0.98], [-0.60, 0.68, -1.13], [2.37, 0.53, 2.57], [-0.27, 0.52, -0.12], [-0.20, -0.85, -0.59], [0.33, 0.76, 0.52], [-0.48, 0.14, 0.27], [-1.36, -0.07, 1.19], [0.33, -1.50, -1.25], [-1.08, -0.61, 0.31], [-0.02, -0.26, -0.82], [-0.24, 0.00, -0.65], [-0.56, -0.63, -0.08], [-0.61, -0.62, 0.21], [0.30, -0.47, 0.29], [-0.04, 0.80, -0.40], [0.34, -1.47, 0.69], [0.01, 0.83, -0.40], [-1.02, 1.69, 0.89], [1.65, 0.05, 0.97], [-1.97, -1.18, -2.58], [0.09, 0.02, 1.25], [-0.68, -1.36, -0.12], [0.95, 1.36, -0.01], [-0.34, -0.64, 0.28], [0.50, 0.60, 0.16], [0.08, -0.17, -0.26], [2.20, 0.17, 2.72], [-0.53, 0.87, -0.95], [0.44, -2.06, 0.50], [0.05, -0.39, 0.16], [-0.11, 0.14, 0.11], [0.51, 0.37, -0.11], [-0.54, -0.04, -1.03], [0.33, 0.25, 0.07], [-0.20, -0.04, -0.08], [0.24, 0.85, -0.67], [-0.48, 0.15, -0.57], [-0.25, -0.36, -0.06], [-0.10, 0.01, -0.41], [-0.17, 0.06, 0.04]], "orbital_gap_ev": 8.5, "smiles": "O=C(c1ccccc1)[C@H](c1ccccc1)[C@]1(c2ccc(Cl)cc2)C=CCC1", "fmax_ev_per_a": 3.54, "e_tot_ha": -1500.6279, "lumo_ha": -0.00118, "charge": 0}

***

(3)
{"formula": "C15H21N5S", "method": "ωB97M-V/def2-TZVPD", "symbols": ["N", "N", "S", "C", "C", "C", "C", "C", "C", "C", "C", "N", "N", "N", "C", "C", "C", "C", "C", "C", "C", "H", "H", "H", "H", "H", "H", "H", "H", "H", "H", "H", "H", "H", "H", "H", "H", "H", "H", "H", "H", "H"], "xyz": [[-0.2401, -0.4318, 1.0414], [1.4769, 1.1592, 0.8389], [-1.0212, 0.6314, 5.4478], [0.0040, 2.8792, 4.5463], [-0.5569, 3.1420, 5.8828], [-0.2526, 1.5986, 4.1427], [-1.0910, 2.0268, 6.4908], [0.7086, 0.2004, 0.3672], [-0.5508, 0.0521, 2.2706], [1.1468, 1.6277, 2.0154], [0.1494, 1.1210, 2.8087], [2.0808, 2.5221, 2.3895], [0.8449, -0.0614, -0.9987], [0.6007, 0.1331, -4.5179], [-1.5555, 1.9952, 7.8919], [1.7840, -1.9883, -4.7292], [1.8280, 0.6281, -1.8132], [-0.3106, -0.6370, -1.7639], [2.3079, -0.2915, -2.8896], [0.1508, -1.5814, -2.8534], [1.2291, -0.9500, -3.7683], [0.4690, 3.6548, 3.9100], [-0.5052, 4.1183, 6.3587], [-1.3789, -0.3607, 2.8292], [2.2691, 2.4802, 3.3738], [2.8792, 2.4421, 1.7785], [-0.2241, -0.1811, -5.0454], [1.2720, 0.6605, -5.1167], [-1.7704, 3.0118, 8.2146], [-0.7971, 1.5554, 8.5524], [-2.4617, 1.4056, 7.9251], [1.0130, -2.4363, -5.3983], [2.2840, -2.7690, -4.1746], [2.5556, -1.5393, -5.3607], [1.4241, 1.5404, -2.2180], [2.6777, 0.9227, -1.1890], [-0.9889, -1.1967, -1.1156], [-0.9011, 0.2056, -2.1878], [2.9207, -1.0786, -2.4105], [2.9593, 0.2957, -3.5364], [0.5336, -2.4816, -2.3417], [-0.7375, -1.8001, -3.4219]], "forces_ev_per_angstrom": [[-1.46, -0.37, 1.29], [-0.53, -0.48, -0.97], [0.61, 1.17, -0.93], [-1.27, 0.31, 1.45], [0.56, -0.98, -0.87], [0.87, 0.71, 0.22], [1.09, 1.36, -1.22], [-0.61, 0.10, -2.27], [1.44, 0.18, -2.01], [2.13, -0.37, -0.29], [-2.46, -1.27, 1.47], [0.40, 1.39, 1.38], [-1.12, -1.11, 0.80], [-0.28, 0.90, -0.51], [-0.12, -0.37, 0.07], [0.29, -0.18, -0.22], [-0.11, -0.15, 0.90], [0.26, 0.85, 0.55], [0.73, -0.99, -0.54], [0.81, 0.55, 0.45], [-0.68, 0.22, 0.04], [-0.43, -0.65, 0.47], [-0.04, -0.25, 0.02], [-0.02, -0.43, -0.16], [0.32, 0.42, 0.35], [0.09, 0.19, 0.20], [0.77, 0.26, 0.11], [-0.91, -0.85, 0.55], [-0.02, -0.04, 0.11], [-0.26, 0.05, -0.06], [-0.30, -0.14, 0.49], [0.38, 0.37, 0.61], [0.06, -0.53, 0.13], [-0.09, 0.08, -0.09], [-0.38, 0.50, -0.33], [-0.25, -0.15, -0.06], [0.38, 0.31, 0.25], [0.39, -0.35, 0.10], [-0.19, 0.21, -0.29], [0.27, -0.09, -0.19], [-0.07, 0.16, -0.52], [-0.27, -0.53, -0.47]], "orbital_gap_ev": 8.2, "smiles": "Cc1ccc(-c2cnc(N3CCC(C)(N)CC3)nc2N)s1", "fmax_ev_per_a": 3.13, "e_tot_ha": -1256.1667, "lumo_ha": 0.02950, "charge": 0, "relative_energy_kcal_mol": 0.20}

***

(4)
{"formula": "C49H38BrN2O6P2RbSi", "method": "ωB97M-V/def2-TZVPD", "symbols": ["Rb", "C", "Si", "C", "C", "C", "C", "C", "C", "P", "C", "C", "C", "C", "C", "C", "C", "C", "C", "C", "C", "C", "C", "C", "C", "C", "C", "C", "P", "C", "C", "C", "C", "C", "C", "C", "C", "C", "C", "C", "C", "H", "H", "H", "H", "H", "H", "H", "H", "H", "H", "H", "H", "H", "H", "H", "H", "H", "H", "H", "H", "H", "H", "H", "H", "H", "H", "H", "H", "H", "H", "H", "O", "C", "C", "C", "N", "C", "C", "C", "O", "O", "C", "O", "O", "H", "H", "H", "O", "C", "C", "C", "N", "C", "Br", "C", "H", "H", "H", "H"], "xyz": [[-0.5379, 1.1075, 0.8492], [-2.6868, -3.4350, 1.0015], [-1.1907, -2.2420, 0.6813], [-0.7011, -2.9724, -1.0592], [0.2609, -3.9590, -1.2918], [0.5789, -4.3976, -2.5711], [-0.0824, -3.8714, -3.6711], [-1.0529, -2.8968, -3.4775], [-1.3508, -2.4425, -2.1967], [-2.5653, -1.0981, -1.8703], [-1.6188, 0.4021, -2.3252], [-0.2651, 0.3985, -2.6542], [0.3762, 1.5801, -2.9991], [-0.3257, 2.7747, -3.0302], [-1.6753, 2.7886, -2.7036], [-2.3111, 1.6143, -2.3321], [-3.6450, -1.2890, -3.3673], [-3.5770, -0.5226, -4.5276], [-4.4628, -0.7349, -5.5792], [-5.4270, -1.7276, -5.4944], [-5.5038, -2.5047, -4.3433], [-4.6294, -2.2782, -3.2930], [0.1792, -3.0726, 1.7853], [-0.0974, -4.1341, 2.6619], [0.8417, -4.6253, 3.5559], [2.1154, -4.0720, 3.6057], [2.4279, -3.0285, 2.7491], [1.4846, -2.5326, 1.8481], [1.8552, -1.1290, 0.7180], [3.0555, -0.1868, 1.7412], [2.5661, 0.3463, 2.9364], [3.3449, 1.1771, 3.7225], [4.6401, 1.4910, 3.3246], [5.1389, 0.9634, 2.1437], [4.3513, 0.1302, 1.3556], [2.9529, -1.8782, -0.5472], [3.1805, -1.0891, -1.6769], [3.9572, -1.5588, -2.7263], [4.5102, -2.8316, -2.6646], [4.2913, -3.6216, -1.5439], [3.5217, -3.1461, -0.4900], [-2.4573, -4.4855, 0.7854], [-3.5180, -3.1324, 0.3573], [-3.0418, -3.3629, 2.0346], [0.7837, -4.3902, -0.4437], [1.3500, -5.1483, -2.7101], [0.1608, -4.2076, -4.6729], [-1.5689, -2.4769, -4.3345], [0.2896, -0.5322, -2.6273], [1.4412, 1.5814, -3.1892], [0.1955, 3.6973, -3.2422], [-2.2233, 3.7239, -2.6963], [-3.3568, 1.6294, -2.0457], [-2.8214, 0.2493, -4.6136], [-4.3903, -0.1228, -6.4709], [-6.1154, -1.8937, -6.3145], [-6.2535, -3.2830, -4.2618], [-4.7036, -2.8788, -2.3920], [-1.0847, -4.5821, 2.6465], [0.5792, -5.4407, 4.2225], [2.8526, -4.4422, 4.3090], [3.4149, -2.5794, 2.7907], [1.5542, 0.1183, 3.2572], [2.9285, 1.6008, 4.6278], [5.2477, 2.1552, 3.9282], [6.1456, 1.2068, 1.8223], [4.7500, -0.2596, 0.4267], [2.7414, -0.0961, -1.7157], [4.1179, -0.9353, -3.5978], [5.1037, -3.2085, -3.4894], [4.7157, -4.6178, -1.4914], [3.3443, -3.7746, 0.3746], [3.4951, 5.6090, 3.7497], [2.5175, 4.8013, 3.2157], [2.5718, 4.3727, 1.9016], [1.5679, 3.5246, 1.4533], [0.5519, 3.1482, 2.2298], [0.4798, 3.6077, 3.4829], [1.4597, 4.4253, 4.0270], [-0.7626, 3.2090, 4.3261], [-0.6776, 3.4917, 5.5388], [-1.6998, 2.6844, 3.6920], [1.5821, 3.0192, 0.0067], [1.4403, 3.9084, -0.8556], [1.7348, 1.7852, -0.1561], [4.1626, 5.7448, 3.0696], [3.3679, 4.6765, 1.2304], [1.3752, 4.7396, 5.0570], [-4.8129, 5.3362, 3.0882], [-4.2075, 4.4497, 2.2493], [-3.0731, 4.7750, 1.5191], [-2.5015, 3.7923, 0.7401], [-3.0052, 2.5604, 0.6266], [-4.0992, 2.3008, 1.3043], [-4.7778, 0.5313, 1.1209], [-4.7611, 3.1884, 2.1317], [-4.2088, 6.0706, 3.2384], [-2.6079, 5.7493, 1.6042], [-1.5853, 3.9877, 0.1897], [-5.6320, 2.9032, 2.7008]], "forces_ev_per_angstrom": [[-1.18, -0.64, 0.15], [0.04, -0.03, 0.04], [-0.10, -0.40, 0.09], [-0.11, 0.18, -0.16], [0.04, -0.01, 0.06], [0.00, 0.00, 0.00], [-0.01, 0.01, 0.00], [-0.01, 0.01, -0.04], [0.09, -0.03, 0.21], [-0.19, -0.09, -0.10], [-0.06, -0.06, -0.15], [-0.03, -0.03, -0.06], [0.01, 0.02, 0.08], [0.00, 0.01, 0.00], [0.01, -0.01, 0.06], [-0.03, -0.07, -0.07], [0.09, -0.02, 0.01], [0.01, 0.04, -0.05], [0.02, -0.01, 0.03], [0.00, -0.01, 0.02], [0.00, 0.01, -0.03], [0.00, -0.01, 0.01], [0.12, 0.00, -0.05], [-0.03, 0.03, -0.03], [0.01, -0.01, 0.00], [-0.01, 0.00, 0.01], [0.03, 0.01, -0.02], [-0.05, -0.08, -0.06], [0.18, -0.42, 0.26], [-0.06, 0.00, 0.02], [-0.04, 0.03, 0.01], [0.03, 0.02, -0.02], [-0.01, 0.00, 0.00], [-0.02, -0.03, -0.01], [0.06, 0.02, -0.01], [0.02, 0.16, -0.03], [0.01, 0.03, -0.06], [-0.01, -0.02, 0.03], [0.00, 0.00, 0.01], [0.00, 0.01, -0.01], [-0.03, -0.05, 0.01], [-0.03, -0.01, 0.00], [0.01, 0.01, -0.02], [0.01, 0.02, 0.00], [0.01, -0.01, 0.00], [0.00, 0.00, 0.01], [0.00, 0.00, 0.00], [0.01, -0.01, 0.00], [0.02, 0.01, 0.01], [0.00, 0.00, 0.00], [0.01, 0.00, 0.00], [0.00, 0.00, 0.00], [0.00, 0.02, 0.02], [-0.01, 0.00, 0.01], [0.00, 0.00, 0.00], [0.00, 0.00, 0.00], [0.00, 0.00, 0.00], [0.01, 0.01, 0.01], [0.01, 0.00, 0.01], [0.00, 0.00, 0.00], [0.00, 0.00, 0.00], [0.00, 0.00, -0.01], [-0.01, 0.00, -0.02], [0.01, 0.01, 0.01], [0.00, 0.00, 0.00], [0.00, 0.00, 0.00], [0.00, 0.00, 0.01], [-0.03, 0.01, 0.01], [0.00, 0.00, 0.00], [0.00, 0.00, 0.00], [0.00, 0.00, 0.00], [0.00, 0.01, 0.00], [0.00, -0.01, -0.02], [0.03, 0.04, 0.08], [0.00, -0.03, 0.00], [0.04, 0.05, 0.11], [0.22, 0.41, 0.08], [-0.01, -0.05, -0.06], [0.00, -0.02, -0.02], [0.02, 0.07, -0.01], [-0.04, 0.02, 0.02], [0.03, -0.07, -0.04], [0.44, 0.39, -0.12], [0.05, 0.02, -0.03], [0.53, 0.37, -0.26], [0.00, 0.00, -0.01], [0.00, 0.00, 0.00], [0.00, 0.01, 0.00], [0.02, 0.00, -0.05], [-0.05, 0.07, 0.08], [0.10, -0.01, 0.05], [-0.01, -0.04, 0.01], [-0.23, 0.22, -0.07], [0.05, 0.00, 0.04], [-0.01, 0.04, 0.01], [-0.01, -0.07, -0.01], [0.01, -0.01, 0.03], [0.01, 0.00, 0.00], [-0.02, 0.01, 0.00], [0.00, 0.00, 0.00]], "orbital_gap_ev": 4.8, "fmax_ev_per_a": 1.35, "e_tot_ha": -6021.4560, "lumo_ha": 0.13692, "charge": -2, "relative_energy_kcal_mol": 0.00}